Computed, not measured: one molecule with the formula C5H10O, with wB97M-V/def2-TZVPD.

The gap between HOMO and LUMO comes out at 10.675 eV. The spin multiplicity is 1. Its largest force on an atom is 0.3 eV/A. For the energy relative to the best compared isomer or geometry (same formula, charge and spin), the calculation gives 0.876 eV. The net charge is 0. The total energy is -271.72041 Ha. The value obtained for the highest occupied orbital energy is -9.679 eV.

```
16
C5H10O | the OMol25 dataset | wB97M-V/def2-TZVPD
C 0.8953 1.2705 0.2093
C -0.2543 0.6268 -0.0002
C -1.5872 1.2354 0.3572
C -0.2952 -0.7508 -0.6444
C 0.9880 -1.5647 -0.4404
O 1.3866 -1.5929 0.9198
H 0.9332 2.2356 0.7106
H 1.8474 0.8566 -0.1228
H -2.1924 0.5795 0.9977
H -1.4651 2.2011 0.8591
H -2.1662 1.4024 -0.5613
H -1.1389 -1.3174 -0.2272
H -0.4988 -0.6386 -1.7192
H 1.7928 -1.1739 -1.0896
H 0.8104 -2.6057 -0.7384
H 1.1160 -0.7504 1.3012
```

How positive or negative is each atom? The natural (NBO) charges in e answer that: atom 1 (C): -0.444, atom 2 (C): 0.030, atom 3 (C): -0.642, atom 4 (C): -0.473, atom 5 (C): -0.058, atom 6 (O): -0.724, atom 7 (H): 0.204, atom 8 (H): 0.204, atom 9 (H): 0.218, atom 10 (H): 0.218, atom 11 (H): 0.219, atom 12 (H): 0.212, atom 13 (H): 0.225, atom 14 (H): 0.153, atom 15 (H): 0.185, atom 16 (H): 0.476

Computed, not measured: one molecule with the formula C5H10O, with wB97M-V/def2-TZVPD.

The gap between HOMO and LUMO comes out at 8.795 eV. The spin multiplicity is 1. Its largest force on an atom is 0.5 eV/A. For the energy relative to the best compared isomer or geometry (same formula, charge and spin), the calculation gives 4.421 eV. The net charge is 0. The total energy is -271.59016 Ha. The value obtained for the highest occupied orbital energy is -8.492 eV.

```
16
C5H10O | the OMol25 dataset | wB97M-V/def2-TZVPD
C -0.2535 -1.3631 -0.4973
C -1.9905 0.0889 0.4075
C -0.8326 0.9378 0.7233
C 0.2097 0.0789 -0.0825
C 1.4777 -0.1331 0.7413
O 0.4674 0.8495 -1.2457
H -1.2164 -1.4775 -1.0050
H 0.5145 -1.6973 -1.2047
H -0.2567 -2.0467 0.3558
H -2.2157 0.3357 -0.6512
H -0.8274 1.9476 0.2939
H -0.5702 0.9918 1.7853
H 1.9804 0.8103 0.9679
H 2.1684 -0.7683 0.1717
H 1.2403 -0.6511 1.6760
H 1.0118 0.3114 -1.8363
```

How positive or negative is each atom? The natural (NBO) charges in e answer that: atom 1 (C): -0.657, atom 2 (C): -0.022, atom 3 (C): -0.583, atom 4 (C): 0.293, atom 5 (C): -0.624, atom 6 (O): -0.720, atom 7 (H): 0.241, atom 8 (H): 0.200, atom 9 (H): 0.232, atom 10 (H): 0.094, atom 11 (H): 0.235, atom 12 (H): 0.199, atom 13 (H): 0.223, atom 14 (H): 0.205, atom 15 (H): 0.220, atom 16 (H): 0.465

Please write out number 2 again, unchanged.
Computed, not measured: one molecule with the formula C5H10O, with wB97M-V/def2-TZVPD.

The gap between HOMO and LUMO comes out at 8.795 eV. The spin multiplicity is 1. Its largest force on an atom is 0.5 eV/A. For the energy relative to the best compared isomer or geometry (same formula, charge and spin), the calculation gives 4.421 eV. The net charge is 0. The total energy is -271.59016 Ha. The value obtained for the highest occupied orbital energy is -8.492 eV.

```
16
C5H10O | the OMol25 dataset | wB97M-V/def2-TZVPD
C -0.2535 -1.3631 -0.4973
C -1.9905 0.0889 0.4075
C -0.8326 0.9378 0.7233
C 0.2097 0.0789 -0.0825
C 1.4777 -0.1331 0.7413
O 0.4674 0.8495 -1.2457
H -1.2164 -1.4775 -1.0050
H 0.5145 -1.6973 -1.2047
H -0.2567 -2.0467 0.3558
H -2.2157 0.3357 -0.6512
H -0.8274 1.9476 0.2939
H -0.5702 0.9918 1.7853
H 1.9804 0.8103 0.9679
H 2.1684 -0.7683 0.1717
H 1.2403 -0.6511 1.6760
H 1.0118 0.3114 -1.8363
```

How positive or negative is each atom? The natural (NBO) charges in e answer that: atom 1 (C): -0.657, atom 2 (C): -0.022, atom 3 (C): -0.583, atom 4 (C): 0.293, atom 5 (C): -0.624, atom 6 (O): -0.720, atom 7 (H): 0.241, atom 8 (H): 0.200, atom 9 (H): 0.232, atom 10 (H): 0.094, atom 11 (H): 0.235, atom 12 (H): 0.199, atom 13 (H): 0.223, atom 14 (H): 0.205, atom 15 (H): 0.220, atom 16 (H): 0.465

> Number 2 is which compound?

C5H10O